The following is a DFT calculation (wB97M-V/def2-TZVPD) of the molecule C5H7IN2O.

## Properties
SMILES	CCc1onc(N)c1I
highest occupied orbital energy	-9.0213	eV
Kohn-Sham gap	9.29	eV
net charge	0
largest force on an atom	5.42	eV Å⁻¹
electronic energy	-18424.98130	eV

Each line ends with the Mulliken charge.
Atoms and positions in Å:
1 C -1.340 -1.959 0.444  -0.8890
2 C -0.998 -1.269 -0.863  -0.6289
3 C -0.401 0.067 -0.521  0.3257
4 O -1.173 1.181 -0.515  -0.1947
5 N -0.401 2.311 -0.113  -0.5382
6 C 0.771 1.784 0.128  0.6735
7 N 1.901 2.357 0.542  -0.4112
8 C 0.826 0.379 -0.048  -0.3258
9 I 2.493 -0.933 0.060  0.0849
10 H -0.317 -2.394 0.766  0.1972
11 H -2.089 -2.758 0.410  0.3385
12 H -1.695 -1.172 1.090  0.3340
13 H -1.842 -0.997 -1.456  0.3174
14 H -0.254 -1.841 -1.514  0.3311
15 H 2.486 1.837 1.097  0.1467
16 H 2.032 3.408 0.494  0.2387

Cartesian forces (eV/Å) of the 6 atoms listed first:
C 1.8 -1.0 0.1
C 1.0 0.6 -1.0
C 0.1 0.0 0.5
O 0.2 -0.5 -0.5
N 0.4 -0.8 -0.1
C 0.1 -0.8 0.4